# 1
This record from the Open Molecules 2025 dataset describes a 2-piece molecular cluster, C3H14N5 overall at a distorted geometry. The level of theory is ωB97M-V with the def2-TZVPD basis set.

Calculated values
2S+1: 3
Gap between HOMO and LUMO (alpha / beta): 4.69 / 5.29 eV
LUMO (alpha / beta): -0.1075 / -0.2920 Ha
Expectation value of S²: 2.01
Total charge: +1

Each line ends with the Löwdin charge.
Element x y z (Å)
C 1.44 -0.81 1.27  0.0031
C 0.77 -0.46 -0.10  -0.5194
C 0.39 1.08 -0.04  -0.5033
N 1.92 -0.46 -1.27  0.2076
N -0.32 -1.23 -0.53  0.1839
N -0.87 1.31 0.28  0.1019
N 1.22 2.04 -0.12  0.1557
N -2.85 -0.34 0.14  0.0393
H 0.75 -1.44 1.71  0.0514
H 1.53 0.18 1.85  0.1203
H 2.44 -1.27 1.12  0.0931
H 1.21 -0.54 -2.08  0.0998
H 2.30 -1.41 -1.11  0.0906
H 0.00 -2.27 -0.77  0.1945
H -0.80 -0.77 -1.38  0.1329
H -1.10 2.29 0.48  0.1151
H -1.72 0.70 0.26  -0.0050
H 2.15 1.88 -0.45  0.1162
H 0.93 2.99 0.08  0.1299
H -2.64 -1.34 0.16  0.0596
H -3.21 -0.07 1.03  0.0525
H -3.55 -0.03 -0.53  0.0803

---

# 2
This record from the Open Molecules 2025 dataset describes C50H32N12S2Ti as an isolated structure at a distorted geometry. The level of theory is ωB97M-V with the def2-TZVPD basis set.

Calculated values
2S+1: 3
Gap between HOMO and LUMO (alpha / beta): 3.74 / 4.27 eV
LUMO (alpha / beta): -0.0422 / -0.0423 Ha
Expectation value of S²: 2.11
Total charge: 0

Each line ends with the Löwdin charge.
Element x y z (Å)
Ti 0.16 0.45 -0.14  1.0211
C 4.12 -0.69 -5.28  -0.0794
C 5.05 -1.03 -4.31  -0.0793
C 4.76 -0.93 -2.96  -0.0019
C 3.51 -0.45 -2.61  -0.1009
C 2.90 -0.13 -1.33  -0.3313
N 1.65 0.40 -1.52  0.0333
C 1.47 0.52 -2.87  -0.3156
N 0.59 1.28 -3.47  0.2092
C -0.26 2.01 -2.78  -0.2830
C -0.89 3.17 -3.35  -0.1112
C -0.72 3.84 -4.55  -0.0222
C -1.36 5.05 -4.71  -0.0946
C -2.17 5.59 -3.70  -0.0932
C -2.37 4.92 -2.51  -0.0221
C -1.71 3.70 -2.33  -0.1110
C -1.55 2.84 -1.20  -0.2895
N -2.23 3.02 -0.08  0.2048
C -1.86 2.46 1.03  -0.3099
N -0.72 1.72 1.23  0.0487
C -0.54 1.62 2.58  -0.3037
N 0.54 1.21 3.20  0.2006
C 1.61 0.80 2.53  -0.3175
N 1.72 0.54 1.19  0.0486
C 3.01 0.15 0.95  -0.3035
N 3.55 -0.22 -0.20  0.1822
C 3.78 0.20 2.16  -0.1116
C 5.12 -0.02 2.45  -0.0191
C 5.53 0.14 3.75  -0.0953
C 4.64 0.52 4.76  -0.0957
C 3.30 0.74 4.49  -0.0234
C 2.88 0.60 3.18  -0.1183
C -1.66 2.21 3.28  -0.1002
C -1.97 2.37 4.63  -0.0142
C -3.12 3.06 4.95  -0.0879
C -3.98 3.56 3.97  -0.0879
C -3.68 3.40 2.62  -0.0174
C -2.51 2.73 2.29  -0.1121
N -0.63 1.86 -1.47  0.0682
C 2.58 -0.07 -3.59  -0.1198
C 2.86 -0.22 -4.94  -0.0151
H 4.38 -0.78 -6.33  0.0994
H 6.03 -1.38 -4.62  0.0997
H 5.48 -1.21 -2.20  0.1146
H -0.08 3.42 -5.31  0.1067
H -1.22 5.61 -5.62  0.0947
H -2.63 6.55 -3.86  0.0958
H -2.98 5.32 -1.72  0.1071
H 5.81 -0.30 1.66  0.1082
H 6.57 -0.01 4.01  0.0950
H 5.01 0.65 5.77  0.0947
H 2.61 1.03 5.27  0.1059
H -1.31 1.99 5.39  0.1099
H -3.37 3.22 5.99  0.0974
H -4.88 4.08 4.26  0.0987
H -4.33 3.79 1.85  0.1100
H 2.12 0.03 -5.68  0.1131
C -0.05 -2.35 3.99  -0.0340
C -1.41 -2.16 4.22  -0.0462
C -2.16 -1.51 3.27  0.0084
C -1.54 -1.09 2.08  -0.2138
N -0.23 -1.29 1.85  0.0984
C 0.49 -1.89 2.79  -0.1502
C -2.28 -0.55 0.96  -0.1889
C -3.61 -0.14 1.00  0.0070
C -4.28 0.12 -0.19  -0.0009
C -3.64 -0.19 -1.39  0.0213
C -2.29 -0.53 -1.38  -0.1809
N -1.57 -0.53 -0.21  0.0231
C -1.56 -1.06 -2.52  -0.2170
C -2.12 -1.27 -3.79  0.0078
C -1.37 -1.91 -4.76  -0.0428
C -0.09 -2.34 -4.44  -0.0282
C 0.38 -2.09 -3.16  -0.1589
N -0.32 -1.47 -2.23  0.0880
H 0.58 -2.84 4.71  0.1096
H -1.87 -2.52 5.13  0.1116
H -3.21 -1.35 3.41  0.1100
H 1.55 -2.01 2.59  0.1053
H -4.12 -0.03 1.94  0.1193
H -5.30 0.46 -0.18  0.1200
H -4.19 -0.15 -2.31  0.1126
H -3.13 -0.95 -4.00  0.1058
H -1.78 -2.07 -5.74  0.1107
H 0.53 -2.84 -5.16  0.1095
H 1.37 -2.43 -2.87  0.0823
S 1.76 -2.92 -0.17  0.7414
C 0.65 -3.98 0.39  -1.1412
N 0.86 -4.83 1.40  -0.0716
C -0.26 -5.58 1.92  -0.2376
C -1.23 -5.72 0.75  -0.4060
S -0.97 -4.21 -0.27  0.9272
H 1.72 -4.75 1.93  0.1356
H -0.74 -5.05 2.75  0.1100
H 0.08 -6.56 2.26  0.1231
H -2.27 -5.76 1.06  0.0742
H -1.00 -6.58 0.13  0.0763

---

# 3
This record from the Open Molecules 2025 dataset describes a 3-piece molecular cluster, C20H38O9 overall at a distorted geometry. The level of theory is ωB97M-V with the def2-TZVPD basis set.

Calculated values
Gap between HOMO and LUMO: 9.12 eV
LUMO: 0.0077 Ha
Total charge: 0

Each line ends with the Löwdin charge.
Element x y z (Å)
C 0.50 -0.59 2.95  0.0084
C -0.57 -1.34 2.42  -0.0692
C -1.59 -0.68 1.41  -0.3679
O -2.79 -0.61 1.80  0.0583
O -1.30 -0.11 0.15  -0.0484
C -0.39 -0.90 -0.65  -0.1717
C 0.80 0.12 -1.10  -0.1566
C 2.21 -0.60 -1.36  -0.1795
C 3.41 0.17 -0.61  -0.1831
C 4.41 -0.87 0.15  -0.1860
C 3.62 -1.81 1.20  -0.1307
C 3.92 -3.35 0.80  -0.2539
C 3.13 -4.47 1.67  -0.0792
O 3.19 -5.67 0.82  0.0028
C 3.17 -5.13 -0.50  -0.4067
O 2.86 -5.76 -1.54  0.1075
O 3.53 -3.76 -0.54  -0.0014
H 1.05 -0.88 3.91  0.0818
H 0.79 0.37 2.37  0.0829
H -0.73 -2.41 2.76  0.1161
H 0.01 -1.84 -0.15  0.1191
H -0.87 -1.26 -1.64  0.1410
H 0.88 0.91 -0.26  0.0950
H 0.40 0.66 -2.03  0.1164
H 2.40 -0.54 -2.50  0.1188
H 2.12 -1.71 -1.09  0.0921
H 4.05 0.65 -1.43  0.1013
H 3.05 0.96 0.14  0.1061
H 4.97 -1.50 -0.65  0.1197
H 5.21 -0.28 0.74  0.1124
H 4.01 -1.67 2.27  0.1284
H 2.49 -1.57 1.17  0.0979
H 5.07 -3.42 0.79  0.1649
H 3.87 -4.76 2.50  0.1464
H 2.08 -4.13 1.99  0.1471
C -7.31 -2.44 -1.71  -0.1135
O -7.38 -1.05 -1.42  -0.1943
C -8.36 -0.75 -0.44  -0.2007
C -7.74 -0.54 0.94  -0.1990
O -7.17 -1.75 1.43  -0.1965
C -5.76 -1.79 1.27  -0.1163
H -6.37 -2.63 -2.24  0.0885
H -7.32 -3.05 -0.80  0.0830
H -8.14 -2.72 -2.35  0.0853
H -9.13 -1.53 -0.41  0.1240
H -8.85 0.19 -0.75  0.1213
H -8.52 -0.25 1.64  0.1217
H -6.99 0.26 0.91  0.1267
H -5.28 -1.16 2.02  0.0741
H -5.45 -1.46 0.27  0.0841
H -5.43 -2.82 1.41  0.0902
C 1.39 3.96 -0.41  -0.1036
O 2.79 3.72 -0.41  -0.2079
C 3.38 3.93 -1.70  -0.1975
C 4.07 5.29 -1.77  -0.1957
O 3.12 6.36 -1.68  -0.1929
C 3.08 6.93 -0.38  -0.1121
H 1.06 4.05 0.63  0.0933
H 1.13 4.88 -0.93  0.0868
H 0.87 3.12 -0.87  0.0686
H 2.63 3.83 -2.49  0.1291
H 4.13 3.15 -1.84  0.1120
H 4.55 5.39 -2.75  0.1242
H 4.84 5.38 -1.00  0.1259
H 3.95 7.58 -0.23  0.0878
H 3.06 6.16 0.41  0.0827
H 2.17 7.53 -0.30  0.0902

---

| no. | E_tot (eV) |
| --- | --- |
| 1 | -10776.7380 |
| 2 | -115041.8077 |
| 3 | -39777.0164 |